1.
{"formula": "C12H21N2O3S", "method": "the ωB97M-V functional and the def2-TZVPD basis", "species": ["C", "C", "C", "N", "C", "C", "O", "C", "C", "C", "C", "N", "S", "C", "O", "O", "C", "C", "H", "H", "H", "H", "H", "H", "H", "H", "H", "H", "H", "H", "H", "H", "H", "H", "H", "H", "H", "H", "H"], "positions_angstrom": [[-3.463938, -2.564180, -0.402864], [-3.619724, -1.148093, 0.146578], [-5.087256, -0.713671, 0.095968], [-2.720662, -0.273754, -0.600143], [-2.582540, 1.073812, -0.092025], [-1.375901, 1.791982, -0.738024], [-1.491133, 3.184860, -0.612604], [-0.055935, 1.272702, -0.207686], [0.175238, -0.097949, -0.115615], [1.386066, -0.574047, 0.347840], [2.372254, 0.327509, 0.719933], [3.683026, -0.172203, 1.130263], [4.667703, -0.247243, -0.530034], [6.232540, -0.906580, 0.043961], [4.751281, 1.116876, -0.876213], [3.921657, -1.188935, -1.267694], [2.165311, 1.693643, 0.630174], [0.946128, 2.159227, 0.172347], [-4.045448, -3.263476, 0.190549], [-2.420746, -2.868559, -0.379494], [-3.814139, -2.610362, -1.431280], [-3.276877, -1.130148, 1.189135], [-5.704725, -1.420367, 0.642893], [-5.220797, 0.269336, 0.541387], [-5.434438, -0.679723, -0.935079], [-3.013898, -0.246664, -1.572893], [-3.464003, 1.707530, -0.279914], [-2.429743, 1.014612, 0.991704], [-1.398488, 1.600486, -1.818860], [-1.688724, 3.409634, 0.304360], [-0.617442, -0.772712, -0.401673], [1.563453, -1.636530, 0.412194], [4.127974, 0.481592, 1.779802], [3.594198, -1.103354, 1.545412], [6.073630, -1.893031, 0.461185], [6.670791, -0.218701, 0.756183], [6.876297, -0.982231, -0.827848], [2.944098, 2.388000, 0.904751], [0.774893, 3.220728, 0.083318]], "forces_ev_per_a": [[0.02, 0.26, 0.29], [-0.20, -0.25, -0.10], [0.36, 0.01, 0.17], [0.01, 0.00, -0.20], [-0.05, 0.28, -0.22], [-0.33, -0.39, 0.02], [0.06, 0.30, 0.08], [0.10, 0.09, -0.04], [0.21, -0.05, 0.08], [0.18, 0.03, 0.11], [-0.66, 0.22, 0.10], [-0.01, 0.10, -0.64], [0.62, -0.34, 0.63], [-0.49, 0.21, -0.19], [0.23, 0.37, 0.05], [-0.04, -0.42, -0.07], [0.12, -0.13, 0.13], [-0.02, -0.04, -0.06], [-0.08, -0.13, 0.00], [0.10, -0.07, -0.01], [-0.06, -0.03, -0.16], [-0.02, -0.01, -0.07], [-0.13, -0.05, 0.06], [-0.09, 0.10, 0.02], [-0.05, 0.00, -0.13], [0.00, 0.01, 0.02], [0.13, -0.04, 0.10], [-0.03, 0.05, -0.01], [-0.04, -0.02, 0.12], [-0.05, 0.01, -0.02], [0.04, -0.08, -0.03], [0.01, -0.19, -0.01], [0.04, -0.18, -0.05], [0.15, 0.12, -0.01], [-0.13, -0.14, 0.06], [-0.02, 0.16, 0.11], [-0.03, 0.05, -0.20], [0.12, 0.12, 0.04], [0.00, 0.06, 0.00]], "lumo_ev": -3.3, "orbital_gap_ev": 7.935, "smiles": "CC(C)NC[C@@H](O)c1ccc([NH2+]S(C)(=O)=O)cc1", "total_energy_ha": -1202.99004, "charge": 1}

2.
{"formula": "C60H65N10O2", "method": "the ωB97M-V functional and the def2-TZVPD basis", "species": ["C", "C", "N", "C", "C", "C", "C", "O", "C", "O", "C", "C", "C", "C", "C", "C", "C", "C", "H", "H", "H", "H", "H", "H", "H", "H", "H", "H", "H", "H", "H", "H", "H", "H", "H", "H", "H", "H", "N", "C", "C", "C", "C", "C", "H", "H", "H", "H", "H", "N", "C", "C", "C", "C", "C", "H", "H", "H", "H", "H", "N", "C", "C", "C", "C", "C", "H", "H", "H", "H", "H", "N", "C", "C", "C", "C", "C", "H", "H", "H", "H", "H", "N", "C", "C", "C", "C", "C", "H", "H", "H", "H", "H", "N", "C", "C", "C", "C", "C", "H", "H", "H", "H", "H", "N", "C", "C", "C", "C", "C", "H", "H", "H", "H", "H", "N", "C", "C", "C", "C", "C", "H", "H", "H", "H", "H", "N", "C", "C", "C", "C", "C", "H", "H", "H", "H", "H"], "positions_angstrom": [[1.212670, 3.399236, -4.375083], [0.557402, 4.076224, -3.088704], [1.165445, 3.845494, -1.963460], [-0.697467, 4.980448, -3.222961], [-2.080841, 4.218477, -2.874726], [-2.005776, 3.674755, -1.394010], [-1.918137, 4.961577, -0.462065], [-2.304538, 4.688410, 0.917688], [-1.131356, 4.288641, 1.550294], [-1.135454, 3.184407, 2.040236], [-2.180169, 3.033853, -3.942089], [-2.126151, 1.592422, -3.350605], [-0.966516, 0.947554, -2.750190], [-1.009665, -0.438174, -2.254565], [-2.230733, -1.223914, -2.348695], [-3.426199, -0.600495, -2.945521], [-4.739941, -1.429687, -3.089533], [-3.359781, 0.770219, -3.427350], [1.114619, 2.278306, -4.328282], [2.277391, 3.709889, -4.516645], [0.585092, 3.743238, -5.247036], [1.959791, 3.219433, -2.159172], [-0.572583, 5.904390, -2.603064], [-0.775525, 5.271941, -4.310567], [-2.958164, 3.163155, -1.072580], [-1.081207, 3.074806, -1.163044], [-0.916537, 5.456248, -0.574109], [-2.664872, 5.684888, -0.903338], [-0.223730, 4.948584, 1.566284], [-1.441557, 3.126812, -4.788296], [-3.195588, 3.130163, -4.436063], [-0.005544, 1.492116, -2.646417], [-0.101896, -0.925601, -1.825573], [-2.340539, -2.280844, -2.020866], [-5.327030, -1.062844, -3.978151], [-5.354134, -1.481688, -2.156655], [-4.438361, -2.484056, -3.361107], [-4.262959, 1.243187, -3.874470], [1.727945, -0.011411, 0.158939], [2.810581, -0.792572, 0.219464], [3.125811, -1.594388, 1.305419], [2.270966, -1.584631, 2.397927], [1.141401, -0.780404, 2.360069], [0.915600, -0.017415, 1.221046], [3.451092, -0.764140, -0.657027], [4.017345, -2.209474, 1.296377], [2.482155, -2.196644, 3.268041], [0.450703, -0.745214, 3.193076], [0.043927, 0.625243, 1.141552], [1.350348, -5.861382, 1.354414], [2.071008, -4.840256, 0.873886], [3.266204, -4.995127, 0.189676], [3.746261, -6.280278, -0.005991], [3.018618, -7.354014, 0.483305], [1.833553, -7.091812, 1.150603], [1.655972, -3.855266, 1.054668], [3.806248, -4.132949, -0.179527], [4.678115, -6.444100, -0.535398], [3.362757, -8.371273, 0.349400], [1.227257, -7.899244, 1.548923], [-1.604691, 2.245702, 6.148151], [-0.942387, 2.299368, 4.983901], [0.341877, 1.807873, 4.805297], [0.981466, 1.231546, 5.890001], [0.318163, 1.165187, 7.105688], [-0.964890, 1.681221, 7.180030], [-1.478439, 2.760387, 4.164390], [0.826363, 1.876484, 3.839907], [1.986483, 0.837125, 5.789781], [0.785801, 0.721955, 7.975540], [-1.525480, 1.647815, 8.109344], [5.011242, 5.638707, -2.220274], [6.050596, 4.804488, -2.111482], [6.294848, 4.017497, -0.997611], [5.413699, 4.100858, 0.069718], [4.330780, 4.959165, -0.018099], [4.174489, 5.700760, -1.178991], [6.713298, 4.776332, -2.970464], [7.152156, 3.357034, -0.966107], [5.569896, 3.502474, 0.959983], [3.622128, 5.051286, 0.794050], [3.339780, 6.382684, -1.296316], [6.143968, -2.216469, -2.428077], [6.258763, -3.388110, -1.795180], [6.905409, -3.548637, -0.579320], [7.470378, -2.430904, 0.014704], [7.366131, -1.205360, -0.623344], [6.694901, -1.152495, -1.835599], [5.802706, -4.233122, -2.301348], [6.965146, -4.522595, -0.110309], [7.985680, -2.514186, 0.964541], [7.794631, -0.310775, -0.190727], [6.583790, -0.215540, -2.371226], [-3.756106, -4.751200, 4.247201], [-3.023334, -3.738411, 3.770358], [-1.828941, -3.906041, 3.086152], [-1.359316, -5.193105, 2.885082], [-2.099681, -6.259732, 3.371867], [-3.284494, -5.986249, 4.039501], [-3.425497, -2.747595, 3.954994], [-1.279497, -3.047483, 2.720275], [-0.425117, -5.362778, 2.353700], [-1.765761, -7.280946, 3.235011], [-3.900136, -6.788804, 4.434464], [-5.157569, -1.389964, 5.517112], [-6.312072, -1.255900, 6.177226], [-6.626125, -0.158451, 6.965683], [-5.687138, 0.857021, 7.081134], [-4.481776, 0.736262, 6.408556], [-4.271641, -0.398216, 5.644587], [-7.011750, -2.076681, 6.057968], [-7.579360, -0.100688, 7.475572], [-5.892893, 1.730856, 7.688682], [-3.721026, 1.504691, 6.471766], [-3.344568, -0.533802, 5.096027], [-0.022058, 6.651333, -6.738115], [-0.779807, 6.802697, -7.828856], [-1.335496, 8.009172, -8.224413], [-1.096769, 9.127122, -7.443556], [-0.316379, 8.998448, -6.306835], [0.196083, 7.747289, -5.999463], [-0.941808, 5.898994, -8.407114], [-1.939627, 8.070570, -9.120432], [-1.514427, 10.089100, -7.717899], [-0.108744, 9.849788, -5.671743], [0.814798, 7.598065, -5.120825], [-2.713872, -9.600873, -1.426346], [-3.874699, -9.483108, -0.772675], [-4.206497, -8.396548, 0.021585], [-3.281373, -7.373302, 0.150166], [-2.070234, -7.471779, -0.515613], [-1.838139, -8.599144, -1.287799], [-4.564442, -10.310767, -0.901965], [-5.163027, -8.353243, 0.526073], [-3.501728, -6.506976, 0.762934], [-1.323428, -6.691607, -0.437895], [-0.906541, -8.720591, -1.831038]], "forces_ev_per_a": [[-1.78, 0.47, -0.24], [1.35, -0.08, -0.06], [-0.60, 0.45, -0.75], [-0.03, -0.70, -0.37], [1.71, -0.72, 0.05], [0.12, 1.63, 0.39], [-1.12, 0.40, -2.41], [2.86, 0.46, 0.25], [-1.94, -1.53, -0.29], [0.85, 0.82, 0.40], [-0.90, -0.36, 0.41], [-0.65, -2.15, 0.03], [-1.15, -1.25, 0.09], [-1.77, 0.53, -0.84], [-0.53, 2.34, -1.05], [1.29, 0.88, 0.23], [0.92, -0.33, -0.71], [1.73, -0.68, 0.89], [0.25, 1.07, 0.04], [-0.90, -0.22, 0.25], [1.00, -0.41, 0.55], [-0.30, 0.11, 0.27], [0.02, -0.73, -0.47], [0.13, -0.06, 1.12], [1.06, 0.16, -0.48], [-0.86, 0.02, -0.01], [-0.66, -0.58, 0.62], [0.63, -0.66, 0.70], [-0.90, -0.12, -0.33], [-0.55, -0.11, 0.91], [0.96, -0.35, 0.35], [-0.89, -0.39, -0.06], [-0.78, 0.71, -0.39], [0.44, 0.90, -0.16], [0.35, -0.18, 1.13], [0.44, 0.26, -0.81], [-0.39, 0.93, 0.40], [0.74, -0.47, 0.36], [0.14, -0.28, 0.35], [-0.17, 0.22, -0.17], [0.00, 0.07, 0.07], [-0.02, 0.03, 0.12], [0.15, -0.12, -0.05], [-0.06, 0.20, -0.34], [0.04, -0.06, 0.02], [0.01, 0.04, -0.01], [-0.02, 0.00, -0.03], [0.00, 0.03, -0.04], [0.00, 0.00, 0.05], [0.70, -0.16, -0.42], [-0.37, -0.13, 0.18], [0.05, -0.10, 0.00], [0.08, 0.02, -0.04], [0.04, 0.04, -0.02], [-0.25, 0.18, 0.14], [0.05, 0.00, -0.08], [-0.06, 0.00, 0.00], [-0.03, 0.00, 0.00], [-0.04, 0.02, 0.01], [0.05, -0.04, -0.03], [0.65, -0.22, 0.06], [-0.50, 0.17, 0.19], [0.11, -0.04, 0.06], [0.09, -0.04, -0.04], [0.01, 0.00, -0.01], [-0.27, 0.17, -0.15], [0.12, -0.08, -0.04], [-0.11, 0.05, -0.01], [-0.03, 0.01, 0.00], [-0.04, 0.01, 0.00], [0.06, -0.05, 0.03], [0.11, -0.21, 0.37], [-0.21, 0.20, -0.15], [-0.04, 0.01, 0.01], [-0.01, -0.04, 0.10], [0.10, -0.05, 0.03], [0.05, 0.15, -0.37], [0.03, -0.05, 0.03], [-0.01, 0.02, -0.03], [-0.02, 0.01, -0.03], [-0.04, -0.02, -0.08], [-0.04, -0.09, 0.06], [0.20, -0.05, 0.37], [-0.11, 0.20, -0.24], [0.00, 0.05, 0.01], [0.05, 0.01, 0.12], [-0.01, -0.09, 0.03], [-0.18, -0.11, -0.27], [0.02, -0.03, 0.05], [-0.01, 0.01, -0.02], [-0.02, 0.00, -0.03], [-0.03, -0.01, -0.03], [0.02, 0.02, 0.06], [0.37, -0.15, -0.22], [-0.30, 0.01, 0.19], [-0.08, -0.09, 0.07], [0.27, 0.00, -0.15], [-0.09, 0.10, 0.06], [-0.17, 0.24, 0.09], [-0.06, -0.04, 0.00], [-0.04, 0.01, 0.00], [-0.23, -0.01, 0.14], [-0.03, 0.01, 0.00], [0.05, -0.04, -0.02], [-0.10, 0.29, 0.21], [0.19, -0.12, -0.18], [0.10, 0.03, -0.01], [-0.08, -0.06, 0.02], [-0.08, 0.20, 0.18], [-0.08, -0.36, -0.16], [-0.03, 0.04, 0.03], [0.01, -0.03, -0.03], [0.01, -0.02, -0.03], [-0.05, -0.05, -0.09], [0.04, 0.11, 0.04], [-0.13, 0.53, -0.13], [0.22, -0.23, 0.26], [0.00, 0.03, 0.01], [-0.04, 0.14, -0.03], [-0.01, -0.03, -0.05], [0.04, -0.45, -0.09], [-0.04, 0.04, -0.03], [0.01, -0.04, 0.02], [0.01, -0.03, 0.01], [0.01, -0.05, 0.01], [-0.05, 0.03, 0.02], [-0.08, 0.28, 0.23], [0.24, -0.14, -0.20], [0.07, -0.02, -0.03], [-0.06, 0.19, 0.11], [-0.02, -0.02, 0.01], [-0.12, -0.30, -0.10], [-0.04, 0.04, 0.03], [0.02, -0.01, -0.02], [0.03, -0.03, -0.02], [-0.01, -0.02, 0.00], [0.01, 0.07, 0.03]], "lumo_ev": 1.7, "orbital_gap_ev": 3.727, "total_energy_ha": -3023.19889, "charge": -1}

Highest occupied orbital energy
In order: -11.3, -2.0
Unit: eV